Density functional theory data (ωB97M-V/def2-TZVPD) for C36H53CaGe2N6O2S3 as an isolated structure.

```
! wB97M-V def2-TZVPD RIJCOSX def2/J DEFGRID3
* xyz 1 1
Ca 0.1594 -0.2156 -0.1226
O 4.2860 0.1547 3.7088
C 3.1447 0.1111 4.4211
C 3.2571 0.2054 5.8106
C 2.1325 0.1743 6.6054
C 0.8640 0.0466 6.0410
C 0.7501 -0.0393 4.6709
C 1.8699 -0.0034 3.8334
C 1.6449 -0.0591 2.3712
O 0.4337 -0.0274 1.9532
N 2.7223 -0.1242 1.6147
N 2.4964 -0.1695 0.2278
C 3.5870 -0.1672 -0.4389
S 5.1767 -0.1055 0.2732
C 6.0520 -0.4012 -1.2860
C 5.2642 0.2495 -2.4075
S 3.5313 -0.2340 -2.1944
H 4.0275 0.0126 2.7659
H 4.2466 0.2932 6.2343
H 2.2411 0.2449 7.6791
H -0.0143 0.0125 6.6677
H -0.2236 -0.1456 4.2094
H 6.1431 -1.4759 -1.4466
H 7.0478 0.0300 -1.1965
H 5.5869 -0.0967 -3.3878
H 5.3353 1.3368 -2.3673
C -0.5024 -1.6393 -5.2527
C -0.0611 -1.4775 -3.7942
Ge -0.9982 0.0581 -2.9927
C -0.0014 1.7215 -3.3314
C -0.1756 2.1624 -4.7881
C -2.7588 0.1786 -3.8123
C -3.7235 0.0276 -2.8921
Ge -2.7874 -0.0435 -1.1846
C -2.9389 -1.6442 -0.0624
C -4.3686 -2.0129 0.3450
C -2.9398 1.5609 -0.0681
C -4.3717 1.9763 0.2803
C -5.1828 -0.0277 -3.1596
C -6.1029 -0.0139 -2.1193
C -7.4676 -0.0548 -2.3651
C -7.9325 -0.1176 -3.6680
C -7.0252 -0.1458 -4.7197
C -5.6666 -0.1041 -4.4667
H 0.0997 -2.3970 -5.7563
H -0.4078 -0.7183 -5.8252
H -1.5435 -1.9528 -5.3116
H 1.0159 -1.3011 -3.7304
H -0.2592 -2.3925 -3.2326
H 1.0580 1.5839 -3.0985
H -0.3628 2.4981 -2.6563
H 0.3237 1.4874 -5.4819
H 0.2528 3.1539 -4.9390
H -1.2241 2.2177 -5.0782
H -2.9768 0.2962 -4.8695
H -2.3505 -1.4587 0.8435
H -2.4703 -2.4883 -0.5741
H -4.8661 -1.2069 0.8842
H -4.3614 -2.8839 1.0022
H -4.9801 -2.2597 -0.5219
H -2.4316 2.3810 -0.5785
H -2.3711 1.3809 0.8524
H -4.9472 2.2219 -0.6113
H -4.3577 2.8642 0.9141
H -4.9150 1.2038 0.8244
H -5.7600 0.0320 -1.0949
H -8.1651 -0.0409 -1.5396
H -8.9943 -0.1480 -3.8671
H -7.3798 -0.2053 -5.7390
H -4.9746 -0.1416 -5.2962
C 4.0058 4.7383 -0.3067
C 3.4419 3.3305 -0.2333
N 2.8041 3.0817 1.0499
C 1.4963 2.9102 1.2667
S 0.3876 2.7144 -0.0311
N 1.1030 2.8467 2.5399
C -0.2574 2.6643 3.0296
C -0.5209 3.5989 4.1953
H 4.4579 4.9115 -1.2826
H 4.7765 4.9024 0.4472
H 3.2202 5.4784 -0.1599
H 4.2306 2.5882 -0.3690
H 2.6833 3.1672 -1.0007
H 3.3926 3.1907 1.8645
H 1.8200 2.8910 3.2516
H -0.3900 1.6169 3.3256
H -0.9275 2.8625 2.1929
H 0.1671 3.4102 5.0205
H -1.5299 3.4458 4.5744
H -0.4218 4.6410 3.8950
N 1.5663 -3.2624 -1.2982
C 0.7654 -3.6521 -0.2465
C 0.4272 -4.9959 -0.0412
C -0.3347 -5.3179 1.0547
C -0.7330 -4.3144 1.9403
C -0.3795 -3.0219 1.6379
N 0.3187 -2.6752 0.5415
H 2.0436 -3.9941 -1.7995
H 2.1580 -2.4632 -1.1176
H 0.7877 -5.7564 -0.7198
H -0.6004 -6.3498 1.2426
H -1.2998 -4.5307 2.8322
H -0.6521 -2.1983 2.2865
*
```

Calculated values
DFT total energy in Ha: -7908.5552
Kohn-Sham gap in eV: 8.380
Lowest unoccupied orbital energy in eV: -1.957
Highest occupied orbital energy in hartree: -0.37985
Energy relative to the best compared isomer or geometry (same formula, charge and spin) in kJ/mol: 0.0

Results of the Löwdin charge analysis, in e, for atoms 1 through 4: atom 1 (Ca): 1.1015, atom 2 (O): 0.0417, atom 3 (C): -0.2660, atom 4 (C): -0.0074